Record 1
A structure of composition C30H75NNbOS in a non-equilibrium geometry, computed with the ωB97M-V functional and the def2-TZVPD basis.

Last column: Löwdin charge in e.
Positions of all 109 atoms, in Å:
C1 3.25798 -2.81594 -1.49453  -0.168
C2 2.36523 -2.28181 -2.60166  -0.602
S1 1.86405 -3.49032 -3.82846  0.659
C3 1.07428 -4.67014 -2.74878  -0.755
Nb1 -0.69791 -5.69405 -3.78831  1.003
C4 -2.15887 -5.16045 -2.11428  -0.325
C5 -3.64733 -5.02843 -2.32968  -0.534
O1 -4.23862 -6.26484 -2.72418  -0.080
C6 -4.00031 -3.93067 -3.29575  -0.292
N1 -3.56772 -2.64760 -2.74925  0.018
H1 3.72653 -3.74424 -1.79526  0.060
H2 4.03834 -2.10724 -1.24198  0.061
H3 2.69053 -3.01759 -0.59504  0.027
H4 2.87607 -1.51242 -3.16978  0.049
H5 1.46845 -1.83321 -2.18627  0.042
H6 0.66307 -4.15981 -1.88155  -0.018
H7 1.80765 -5.38273 -2.39726  -0.034
H8 -1.30894 -4.32026 -4.86335  -0.135
H9 0.48028 -5.87522 -5.18324  -0.164
H10 0.01699 -7.25652 -3.08117  -0.148
H11 -1.73718 -6.94202 -4.63276  -0.170
H12 -1.81529 -4.26098 -1.60976  0.018
H13 -2.01628 -5.98262 -1.40777  0.038
H14 -4.14188 -4.78159 -1.38606  0.125
H15 -4.24824 -6.32928 -3.67829  0.059
H16 -5.07200 -3.99138 -3.49723  0.108
H17 -3.47553 -4.08065 -4.23319  0.062
H18 -3.60237 -1.94160 -3.47121  0.051
H19 -4.23503 -2.35975 -2.04446  0.059
C7 -2.56321 0.16657 -0.45470  -0.100
C8 -3.84843 0.77844 -1.00046  -0.267
C9 -3.99029 2.27401 -0.72573  -0.228
C10 -4.04175 2.66072 0.75263  -0.227
C11 -5.16211 1.99333 1.54746  -0.271
C12 -6.56006 2.33945 1.04155  -0.114
H20 -2.50508 0.24882 0.63278  0.059
H21 -2.50251 -0.89161 -0.71205  0.064
H22 -1.68634 0.66163 -0.87789  0.069
H23 -4.70992 0.23886 -0.59614  0.100
H24 -3.87461 0.62214 -2.08293  0.090
H25 -4.88668 2.64528 -1.23133  0.103
H26 -3.14859 2.79861 -1.18758  0.098
H27 -4.15417 3.74759 0.82448  0.108
H28 -3.08393 2.42541 1.22454  0.101
H29 -5.07401 2.29685 2.59374  0.102
H30 -5.02887 0.90851 1.53582  0.098
H31 -6.72678 3.41863 1.06890  0.072
H32 -7.32934 1.86739 1.65348  0.066
H33 -6.71017 2.00536 0.01428  0.064
C13 1.73001 0.11287 5.12205  -0.110
C14 2.48633 -0.59160 3.99883  -0.267
C15 2.25906 0.03398 2.62422  -0.226
C16 0.80764 0.01044 2.14339  -0.226
C17 0.18014 -1.37994 2.07516  -0.258
C18 0.88422 -2.32121 1.09973  -0.104
H34 0.65026 0.06858 4.97619  0.065
H35 1.94966 -0.34487 6.08755  0.069
H36 2.01880 1.16544 5.17689  0.061
H37 2.21017 -1.64868 3.97802  0.099
H38 3.55790 -0.56391 4.21804  0.097
H39 2.89369 -0.47381 1.89371  0.103
H40 2.60118 1.07459 2.64771  0.100
H41 0.76498 0.46418 1.14839  0.108
H42 0.19676 0.64824 2.78961  0.100
H43 -0.86227 -1.27128 1.76731  0.089
H44 0.15579 -1.83331 3.07059  0.099
H45 0.88908 -1.90286 0.09092  0.062
H46 0.38193 -3.28705 1.05024  0.080
H47 1.91998 -2.50647 1.39005  0.063
C19 4.90875 4.09353 4.71335  -0.106
C20 4.95955 2.57816 4.89002  -0.264
C21 4.85999 2.12940 6.34587  -0.233
C22 5.99349 2.61933 7.24780  -0.230
C23 7.39328 2.21987 6.78520  -0.271
C24 7.60946 0.70991 6.72753  -0.110
H48 5.74574 4.58730 5.20944  0.064
H49 4.94687 4.36789 3.65902  0.069
H50 3.98557 4.50149 5.13033  0.075
H51 5.87458 2.18785 4.43669  0.102
H52 4.13339 2.12742 4.33446  0.081
H53 4.81322 1.03736 6.37631  0.098
H54 3.90913 2.47953 6.75968  0.109
H55 5.82864 2.22709 8.25628  0.108
H56 5.94589 3.70799 7.33803  0.100
H57 8.12311 2.66114 7.46852  0.102
H58 7.59836 2.65470 5.80330  0.097
H59 7.43675 0.25553 7.70535  0.074
H60 8.62814 0.46857 6.42322  0.068
H61 6.93537 0.23251 6.01545  0.064
C25 -1.59548 5.09244 -5.82845  -0.115
C26 -1.38703 3.68308 -6.37681  -0.270
C27 -2.54461 2.73304 -6.07753  -0.228
C28 -2.81097 2.50175 -4.58964  -0.229
C29 -1.61809 1.96474 -3.80260  -0.263
C30 -1.13493 0.59568 -4.27780  -0.084
H62 -1.68150 5.09227 -4.74110  0.063
H63 -0.76198 5.74541 -6.08996  0.066
H64 -2.50742 5.53605 -6.23435  0.072
H65 -0.45671 3.27084 -5.97829  0.098
H66 -1.25327 3.73588 -7.46017  0.102
H67 -2.35301 1.77517 -6.56673  0.103
H68 -3.45590 3.12929 -6.53757  0.107
H69 -3.64288 1.79645 -4.49225  0.107
H70 -3.15411 3.43336 -4.12871  0.099
H71 -1.90990 1.88609 -2.75496  0.061
H72 -0.78956 2.67874 -3.83577  0.102
H73 -1.93307 -0.14662 -4.21664  0.068
H74 -0.30999 0.23171 -3.66564  0.070
H75 -0.78323 0.62221 -5.30982  0.070

As for the total charge: -1.

***

Record 2
A cluster of 6 separate species, C30H77B3ClN5O11S in total, computed with the ωB97M-V functional and the def2-TZVPD basis.

Last column: Löwdin charge in e.
Positions of all 128 atoms, in Å:
C1 12.49543 -0.64680 -1.01712  -0.114
O1 13.40532 0.42928 -1.04485  -0.191
C2 13.06436 1.45642 -1.96251  -0.238
C3 12.33477 2.61905 -1.29322  -0.168
C4 10.80339 2.47672 -1.21484  -0.196
C5 10.01691 3.78352 -1.45427  -0.192
C6 8.92015 3.66242 -2.52958  -0.056
B1 7.47130 3.41711 -2.00593  -0.496
O2 7.07880 3.81919 -0.72894  0.253
B2 5.84150 3.47257 -0.23910  -0.310
O3 4.87494 3.07794 -1.14366  0.238
B3 5.38316 2.29505 -2.17790  -0.521
C7 4.79086 0.89607 -2.55252  -0.047
C8 3.32907 0.90594 -3.07504  -0.176
C9 2.25122 0.48516 -2.06502  -0.212
C10 2.35536 1.16644 -0.69748  -0.255
S1 1.85640 0.06841 0.62776  0.371
O4 1.13810 -1.05587 0.12365  -0.343
O5 2.93438 -0.09574 1.54690  -0.322
Cl1 0.44403 1.22673 1.57492  0.431
O6 6.51352 2.79741 -2.80026  0.296
H1 11.46124 -0.30845 -0.88487  0.078
H2 12.55612 -1.24212 -1.93642  0.088
H3 12.76391 -1.27801 -0.17095  0.088
H4 12.45506 1.03998 -2.77670  0.118
H5 14.00241 1.80333 -2.40152  0.118
H6 12.75358 2.69903 -0.28637  0.118
H7 12.59717 3.54598 -1.81260  0.106
H8 10.54367 2.09514 -0.22262  0.113
H9 10.47096 1.71019 -1.92266  0.098
H10 10.72239 4.56412 -1.75088  0.101
H11 9.57258 4.12263 -0.51670  0.105
H12 8.87884 4.57408 -3.14011  0.121
H13 9.15324 2.85401 -3.23060  0.112
H14 5.62576 3.44588 0.92917  0.120
H15 5.43914 0.46358 -3.31786  0.113
H16 4.86528 0.22684 -1.68526  0.126
H17 3.26777 0.19058 -3.89779  0.111
H18 3.07245 1.87637 -3.51011  0.118
H19 1.27486 0.73584 -2.48449  0.115
H20 2.25912 -0.60065 -1.95716  0.103
H21 3.36456 1.45677 -0.41563  0.083
H22 1.70599 2.03627 -0.63204  0.090
C11 -5.49939 1.02974 -0.60788  -0.103
O7 -4.46007 0.70730 0.29399  -0.184
C12 -3.84858 -0.55599 0.08177  -0.186
C13 -2.83751 -0.59964 -1.07275  -0.411
C14 -3.47149 -0.60592 -2.45956  -0.047
N1 -1.84777 0.47878 -0.98039  0.053
H23 -6.07191 0.13965 -0.88900  0.077
H24 -5.11710 1.49978 -1.51790  0.075
H25 -6.16009 1.74092 -0.11191  0.087
H26 -3.31745 -0.77548 1.01130  0.110
H27 -4.62105 -1.32493 -0.05467  0.113
H28 -2.29390 -1.54314 -0.95227  0.136
H29 -3.79678 0.38995 -2.76121  0.071
H30 -2.74687 -0.94223 -3.20228  0.045
H31 -4.33319 -1.27517 -2.48407  0.064
H32 -1.36916 0.38038 -0.09095  -0.003
H33 -2.35186 1.35904 -0.90388  0.072
C15 -3.88230 -2.94176 4.07987  -0.103
O8 -3.43719 -1.78558 3.40300  -0.201
C16 -3.21284 -0.64878 4.22034  -0.208
C17 -1.88285 -0.63427 4.98359  -0.433
C18 -1.83674 -1.56860 6.18745  -0.065
N2 -0.74038 -0.90983 4.10819  0.050
H34 -4.56126 -2.68273 4.89996  0.092
H35 -3.05691 -3.53185 4.48530  0.077
H36 -4.42153 -3.55448 3.35748  0.079
H37 -3.21233 0.19674 3.52591  0.116
H38 -4.05469 -0.51010 4.91125  0.105
H39 -1.77698 0.38812 5.35783  0.121
H40 -1.66729 -2.60207 5.88211  0.064
H41 -1.01295 -1.28555 6.84169  0.076
H42 -2.76326 -1.52274 6.76276  0.076
H43 -0.71396 -0.19749 3.38595  -0.010
H44 -0.93098 -1.77841 3.61480  0.074
C19 -6.97690 -2.75033 -2.97295  -0.100
O9 -6.59608 -2.37830 -1.66302  -0.223
C20 -7.58893 -2.52761 -0.66482  -0.210
C21 -7.77985 -3.95519 -0.14328  -0.434
C22 -8.51620 -4.88504 -1.10259  -0.069
N3 -6.52240 -4.58383 0.26112  0.046
H45 -8.02719 -2.50791 -3.16410  0.093
H46 -6.81613 -3.81362 -3.16489  0.078
H47 -6.35326 -2.18206 -3.66312  0.083
H48 -7.24400 -1.91037 0.16960  0.117
H49 -8.54069 -2.10652 -1.01729  0.124
H50 -8.39377 -3.85639 0.75844  0.136
H51 -7.85356 -5.24695 -1.88910  0.065
H52 -8.88250 -5.75713 -0.56259  0.076
H53 -9.36727 -4.38675 -1.57032  0.078
H54 -6.09205 -4.05190 1.01079  0.062
H55 -5.86813 -4.53277 -0.51431  0.071
C23 -5.06434 5.48671 7.11349  -0.109
O10 -5.76973 4.29322 6.84133  -0.187
C24 -5.58333 3.75279 5.54798  -0.208
C25 -4.29989 2.93693 5.36316  -0.432
C26 -3.02720 3.77319 5.27030  -0.062
N4 -4.12074 1.91590 6.39763  0.050
H56 -5.01886 6.12946 6.22762  0.090
H57 -4.04570 5.29930 7.46142  0.074
H58 -5.60736 6.00993 7.89937  0.087
H59 -6.43420 3.08459 5.39416  0.123
H60 -5.64369 4.54951 4.79366  0.121
H61 -4.41907 2.41078 4.40926  0.129
H62 -2.69535 4.09953 6.25623  0.067
H63 -2.22252 3.17683 4.84015  0.069
H64 -3.17209 4.65579 4.64487  0.079
H65 -4.89842 1.26342 6.36748  0.071
H66 -4.19314 2.35989 7.30907  0.075
C27 0.16806 -1.86625 -6.59185  -0.109
O11 0.59947 -1.69050 -5.25858  -0.189
C28 -0.36671 -1.97064 -4.26131  -0.210
C29 -0.55865 -3.45272 -3.92574  -0.432
C30 -1.33140 -4.24128 -4.97898  -0.067
N5 0.70040 -4.14199 -3.64220  0.045
H67 -0.87957 -1.56863 -6.71033  0.091
H68 0.27807 -2.89840 -6.93348  0.075
H69 0.78744 -1.22662 -7.21965  0.087
H70 0.00161 -1.47118 -3.36127  0.115
H71 -1.32696 -1.50857 -4.52864  0.100
H72 -1.14764 -3.46875 -3.00222  0.133
H73 -0.69427 -4.50090 -5.82496  0.065
H74 -1.69448 -5.17445 -4.54991  0.076
H75 -2.18796 -3.67690 -5.35266  0.077
H76 1.15117 -3.72176 -2.83576  0.069
H77 1.33552 -3.98763 -4.41986  0.070

As for the SMILES: COCCCCCB1OBOB(CCCCS(=O)(=O)Cl)O1.COC[C@@H](C)N.COC[C@@H](C)N.COC[C@@H](C)N.COC[C@@H](C)N.COC[C@@H](C)N.

***

Table of HOMO energy (eV), in record order: -4.578; -8.874
Table of calculated total energy (eV), in record order: -48245.46207; -87722.65682